*one*
The following is a quantum chemistry calculation of 12 unconnected molecules or ions with the total composition C4H34N2O12, from the Open Molecules 2025 dataset.

Last column: natural (NBO) charge in e.
Geometry (Å):
C 1.56086 0.08235 1.69739  -0.6429
C 0.25657 -0.46778 1.07824  0.0961
O -0.67798 0.59326 1.07479  -0.7971
C 0.31982 -0.98445 -0.35409  -0.0796
N -0.82032 -1.94636 -0.49673  -0.8682
C 0.30434 -0.10279 -1.63589  -0.2342
N 0.33320 -0.93928 -2.86459  -0.8222
H 2.47077 -0.51659 1.39526  0.2215
H 1.61843 1.17455 1.58444  0.2046
H 1.48409 -0.13981 2.75707  0.2079
H -0.07644 -1.20508 1.76077  0.1976
H -0.73771 1.09593 1.88604  0.5114
H 1.22564 -1.60121 -0.35983  0.1966
H -0.84840 -2.33570 -1.38265  0.3857
H -1.73866 -1.57901 -0.40835  0.3803
H 1.09523 0.70562 -1.60098  0.1802
H -0.62017 0.46015 -1.82785  0.1962
H 1.26604 -0.98438 -3.07077  0.3425
H -0.16130 -0.46333 -3.52143  0.3625
O -3.68664 0.14524 0.53549  -0.9649
H -2.87496 0.56146 0.83852  0.4964
H -4.08459 -0.33585 1.18368  0.4689
O 2.92317 -2.87375 -1.30821  -0.9453
H 1.95520 -3.07380 -1.14859  0.4737
H 2.89219 -1.99620 -1.85719  0.4743
O -3.58124 -0.54412 -2.61519  -0.9481
H -3.29104 -0.20917 -1.70104  0.4850
H -4.44055 -0.79967 -2.43018  0.4600
O -3.06475 1.96215 -2.94239  -0.9819
H -2.53397 1.46688 -3.58546  0.4570
H -2.39517 2.28734 -2.24140  0.4844
O -1.42079 2.99392 -1.10913  -0.9832
H -0.97894 2.40612 -0.49716  0.5141
H -1.92924 3.75145 -0.77319  0.5098
O 4.01973 -0.12003 -1.14274  -0.9668
H 4.53833 -0.01474 -1.90868  0.4819
H 4.41803 -0.57534 -0.43288  0.4917
O 0.08619 -3.86158 1.35933  -1.0052
H -0.46867 -3.29555 0.67572  0.5096
H -0.41505 -4.67910 1.44008  0.4773
O 0.64977 4.60824 0.26656  -0.9797
H 0.74865 4.36437 -0.59842  0.4856
H 1.36291 4.92739 0.80715  0.4947
O 4.04394 2.93458 0.86297  -0.9233
H 3.58329 2.66985 0.08099  0.4630
H 3.43425 2.34736 1.45267  0.4616
O -0.16434 -2.56286 3.52493  -0.9904
H 0.45953 -3.20806 3.86246  0.4649
H -0.12887 -2.94337 2.65893  0.4841
O -0.89536 0.56979 3.73530  -0.9654
H -1.67732 0.18761 4.09999  0.4810
H -0.24470 -0.17342 3.74403  0.4962

LUMO in eV: 0.151
Structure (SMILES): C[C@@H](O)[C@@H](N)CN.O.O.O.O.O.O.O.O.O.O.O
Molecular weight in Da: 302.32

*two*
The following is a quantum chemistry calculation of 12 unconnected molecules or ions with the total composition C4H34N2O12, from the Open Molecules 2025 dataset.

Last column: natural (NBO) charge in e.
Geometry (Å):
C 2.16403 0.41578 2.48345  -0.4324
N 2.03990 -0.42166 1.25474  -0.6662
C 1.45928 0.22536 0.17211  -0.0709
C 2.01510 1.63988 -0.26827  -0.2462
N 0.83206 2.43313 -0.38695  -0.8600
C 1.64471 -0.63571 -1.12195  -0.0583
O 0.38508 -0.61512 -1.82803  -0.8407
H 3.07948 0.99961 2.52572  0.1685
H 2.17470 -0.13995 3.38442  0.2126
H 1.33382 1.13794 2.67183  0.2045
H 2.88452 -0.94854 1.12280  0.3982
H 0.38372 0.43520 0.31836  0.1886
H 2.58130 1.50717 -1.16466  0.1759
H 2.57230 2.09408 0.60296  0.1908
H 0.51469 2.44483 -1.35821  0.3678
H 1.03487 3.41676 -0.09272  0.3655
H 2.20416 -1.64144 -1.01409  0.1737
H 2.47042 -0.22077 -1.81910  0.1462
H -0.21454 -1.45037 -1.68735  0.5233
O -3.67572 2.27891 1.99597  -0.9770
H -4.06649 2.15298 1.05796  0.5229
H -3.32209 3.10918 2.14063  0.4752
O -0.69535 -3.48505 2.13661  -0.9667
H -0.79089 -4.23104 2.72977  0.4844
H 0.13062 -3.02879 2.39517  0.4879
O -4.11932 1.57449 -0.43791  -0.9939
H -4.73138 1.14588 -0.94739  0.4770
H -3.19617 1.54264 -1.02862  0.5301
O -1.86966 0.36376 1.80094  -1.0150
H -2.47781 1.20078 1.83964  0.5124
H -1.51410 0.59796 0.96260  0.4767
O 2.08621 2.23111 -4.07983  -0.9471
H 1.29584 2.03532 -4.58148  0.4848
H 2.29254 1.25540 -3.78572  0.4629
O -0.47492 -0.88617 4.04021  -0.9317
H -0.79087 -1.77540 3.67812  0.4550
H -0.69796 -0.40871 3.34650  0.4709
O 4.52331 -1.59035 -0.04913  -0.9205
H 4.69650 -0.90723 -0.73325  0.4674
H 4.30317 -2.23322 -0.76033  0.4658
O -0.98419 -2.43371 -0.72761  -0.9700
H -1.87029 -2.07415 -0.54543  0.5039
H -0.53129 -2.47024 0.15647  0.5044
O -1.77420 0.53443 -1.23381  -0.9722
H -0.92313 0.35773 -1.30684  0.4949
H -2.30600 -0.17689 -0.90305  0.4890
O -3.18603 -1.63251 0.57944  -1.0273
H -2.76455 -1.03961 1.30224  0.5272
H -3.50703 -2.47247 0.95781  0.4908
O 0.06919 0.21169 -4.72247  -0.9586
H -0.58672 -0.39533 -5.21206  0.4729
H -0.10082 -0.02756 -3.86023  0.4830

LUMO in eV: 0.192
Structure (SMILES): CN[C@@H](CN)CO.O.O.O.O.O.O.O.O.O.O.O
Molecular weight in Da: 302.32

Which one is most stable, and which one is least stable? *one* is the most stable of them, while *two* is the least stable.

*one*
The following is a quantum chemistry calculation of a single C6H6O3 molecule, from the Open Molecules 2025 dataset.

Last column: natural (NBO) charge in e.
Geometry (Å):
C 1.60583 -1.16281 -1.12671  -0.4267
C 0.59980 -0.56604 -0.54164  0.2299
O -0.33493 0.18099 -1.40691  -0.5367
C -1.45286 0.65907 -0.55545  -0.1113
C -1.29714 -0.51148 0.46897  0.1527
O -0.77391 -0.79146 1.72354  -0.3486
C 0.22625 -0.18371 0.82410  -0.0374
C 0.66647 1.08964 1.39945  0.3592
O -0.03278 1.55294 2.32446  -0.5076
H 2.45263 -1.54754 -0.50716  0.2278
H 1.78978 -0.92158 -2.24839  0.2337
H -1.36411 1.64163 -0.09699  0.2112
H -2.38721 0.52661 -1.18567  0.2165
H -1.34783 -1.44237 -0.13503  0.1860
H 1.65003 1.47611 1.06344  0.1512

LUMO in eV: -0.248
Structure (SMILES): C=C1OC[C@@H]2O[C@@]12C=O
Molecular weight in Da: 126.11

*two*
The following is a quantum chemistry calculation of a single C6H6O3 molecule, from the Open Molecules 2025 dataset.

Last column: natural (NBO) charge in e.
Geometry (Å):
O 2.46983 1.09479 -0.66566  -0.6975
C 1.39095 0.17197 -0.46910  0.2721
C 1.45892 -0.96362 0.39793  -0.2943
C 0.28816 -1.48443 1.02183  -0.2037
C -1.00264 -1.15968 0.60697  -0.2998
C -1.10532 0.14156 0.12905  0.2524
O -2.26840 0.85875 0.03933  -0.7122
C 0.03593 0.70397 -0.66422  0.1967
O -0.05475 1.86078 -1.45844  -0.6866
H 2.25971 1.89623 -1.25872  0.5085
H 2.33486 -1.43748 0.32186  0.2176
H 0.07240 -2.58041 1.49998  0.2173
H -1.84427 -1.86733 1.03104  0.2243
H -3.06422 0.64660 0.86828  0.5093
H -0.97114 2.11828 -1.40014  0.4959

LUMO in eV: 0.185
Structure (SMILES): Oc1cccc(O)c1O
Molecular weight in Da: 126.11

Which one is most stable, and which one is least stable? *two* is the most stable of them, while *one* is the least stable.

*one*
The following is a quantum chemistry calculation of a single C6H6O3 molecule, from the Open Molecules 2025 dataset.

Last column: natural (NBO) charge in e.
Geometry (Å):
C -0.56335 -0.32698 0.03004  -0.3416
C -0.53506 1.09708 0.09912  0.0258
C -1.62742 -1.14459 -0.22731  0.6173
C -2.68552 0.84029 -0.09113  0.5655
C 0.56507 0.29864 -0.59717  -0.3088
C 1.81551 0.58863 0.13172  -0.6254
O -2.81585 -0.54463 -0.09345  -0.5284
O -1.65784 -2.37189 -0.70793  -0.6454
O -3.59265 1.37512 0.64885  -0.6432
H 0.60121 0.05269 -1.64395  0.2278
H 1.81058 1.54102 0.70009  0.2336
H 2.74134 0.68876 -0.33711  0.2238
H 1.86819 -0.15022 1.00674  0.2140
H -2.58384 -2.70738 -0.80985  0.5036
H -4.04551 0.70366 1.19406  0.4814

LUMO in eV: 0.198
Molecular weight in Da: 126.11

*two*
The following is a quantum chemistry calculation of a single C6H6O3 molecule, from the Open Molecules 2025 dataset.

Last column: natural (NBO) charge in e.
Geometry (Å):
O -4.16316 0.34328 -0.10653  -0.4591
C -3.03035 0.29617 0.21123  0.7165
C -1.81606 0.28100 0.67552  -0.5442
C -0.64393 -0.04613 -0.26424  -0.2743
C -0.23848 -1.46368 -0.24907  -0.0798
O 0.98589 -1.61548 0.39975  -0.4899
C 1.55252 -0.30485 0.43234  -0.0003
C 0.73162 0.68890 0.05734  0.2461
O 0.81875 2.02641 -0.07698  -0.6637
H -1.74911 -0.03096 1.68762  0.2579
H -1.07133 0.42137 -1.13666  0.2254
H -0.89883 -2.13848 0.26274  0.1948
H -0.34612 -1.85925 -1.29043  0.1791
H 2.62687 -0.17834 0.76621  0.2047
H 1.65064 2.36127 -0.20549  0.4867

LUMO in eV: 0.562
Structure (SMILES): O=C=C[C@@H]1COC=C1O
Molecular weight in Da: 126.11

Which one is most stable, and which one is least stable? *two* is the most stable of them, while *one* is the least stable.

*one*
The following is a quantum chemistry calculation of 2 unconnected molecules or ions with the total composition C4H12NO, from the Open Molecules 2025 dataset.

Last column: natural (NBO) charge in e.
Geometry (Å):
C -0.26909 -1.67611 0.67266  -0.0038
O -1.08605 -0.62180 0.44494  -0.9897
C 0.94330 -1.30508 1.55102  -0.4224
C 1.76711 -0.20140 0.90024  -0.6176
H 0.14532 -2.11562 -0.27042  0.0670
H -0.78178 -2.53370 1.17602  0.0774
H 1.56433 -2.18744 1.76295  0.1546
H 0.54392 -0.93517 2.50135  0.1771
H 1.08878 0.60803 0.63368  0.2361
H 2.24920 -0.56023 -0.01567  0.1768
H 2.55567 0.18665 1.55294  0.1720
C -0.98430 1.56571 -2.05798  -0.4043
N -1.41454 1.94952 -0.71851  -0.8820
H -1.72437 0.99737 -2.63682  0.1479
H -0.10314 0.93437 -1.94545  0.2022
H -0.69838 2.45210 -2.63584  0.1501
H -2.34063 2.36062 -0.76846  0.3179
H -1.45536 1.08221 -0.14663  0.4408

LUMO in eV: 4.349
Molecular weight in Da: 90.15
Charge: -1

*two*
The following is a quantum chemistry calculation of 2 unconnected molecules or ions with the total composition C4H12NO, from the Open Molecules 2025 dataset.

Last column: natural (NBO) charge in e.
Geometry (Å):
C -1.15361 0.64518 0.28924  -0.6759
C -0.51870 0.24352 -1.02943  -0.0692
C -0.27608 -1.20809 -1.06090  -0.6225
N -1.22323 0.63109 -2.26190  -0.8550
H -0.35759 0.39899 1.04371  0.3228
H -1.47918 1.69528 0.31762  0.1694
H -2.03532 -0.00699 0.47413  0.1592
H 0.48379 0.70041 -1.02198  0.2038
H 0.28211 -1.53577 -1.98559  0.1851
H 0.32605 -1.51810 -0.18590  0.2868
H -1.22866 -1.74712 -1.06443  0.1608
H -1.34015 1.61185 -2.37674  0.3399
H -2.15496 0.21892 -2.30002  0.3318
C 1.87236 -0.01770 2.50596  -0.2167
O 1.28443 -0.30440 1.25505  -0.9990
H 2.82013 0.52802 2.36232  0.0999
H 1.28903 0.63154 3.21145  0.0849
H 2.13808 -0.93696 3.08906  0.0938

LUMO in eV: 4.340
Molecular weight in Da: 90.15
Charge: -1

Which one is most stable, and which one is least stable? *one* is the most stable of them, while *two* is the least stable.